No. 1
# C10H36O13

A cluster of 8 separate species, C10H36O13 in total (ωB97M-V with the def2-TZVPD basis set, OMol25).

Structure (XYZ):
```
59
Properties=species:S:1:pos:R:3:forces:R:3:lowdin_charge:R:1
O 8.576002 4.969486 -28.604674 0.18 -0.99 0.80 -0.06
H 7.941711 5.434599 -29.166062 -0.21 -0.62 0.26 0.06
H 8.216409 4.147654 -28.172553 -0.21 1.56 -0.97 0.10
O 5.578427 3.938384 -32.824078 0.23 -0.64 0.29 -0.02
H 5.134829 4.592137 -33.361719 -0.15 0.37 -0.18 0.06
H 5.092202 3.113487 -32.925568 -0.29 0.16 -0.04 0.06
O 6.116696 7.088076 -32.265862 -1.04 1.07 0.48 -0.06
H 6.803845 6.473030 -32.456122 0.94 -1.04 -0.42 -0.05
H 6.486388 7.971007 -32.404625 -0.40 -0.04 0.06 0.00
C 12.842612 3.712636 -30.099623 0.38 0.61 0.47 -0.24
C 11.938385 4.477948 -29.129833 1.54 -2.76 0.64 -0.23
O 10.978175 3.515930 -28.727817 -1.74 1.05 0.72 -0.10
O 13.679676 4.655167 -30.728981 0.63 -0.44 0.08 -0.06
H 12.283871 3.146124 -30.858982 -0.11 -0.01 0.39 0.11
H 13.467759 3.039255 -29.503675 -0.13 -0.11 -0.30 0.13
H 11.506218 5.298689 -29.593053 -0.90 1.52 -0.97 0.05
H 12.592794 4.829540 -28.304977 -0.53 -0.11 -0.14 0.14
H 10.117779 4.021736 -28.639797 1.30 -0.78 -0.13 0.05
H 13.060273 5.094517 -31.301579 -0.10 1.00 -0.81 0.03
C 7.877092 11.488099 -30.981678 0.88 -1.82 0.85 -0.21
C 7.704083 9.980985 -31.290433 -0.12 1.63 0.05 -0.24
O 6.422495 9.891656 -31.843993 -0.01 -1.14 -1.52 -0.06
O 7.041552 11.853266 -29.866713 0.45 -0.05 -0.57 -0.05
H 7.672420 12.089137 -31.838056 -0.80 0.35 -0.48 0.12
H 8.927965 11.610284 -30.832015 0.92 0.61 0.86 0.10
H 7.697645 9.422387 -30.378420 0.27 -0.35 1.07 0.09
H 8.527417 9.516327 -31.876604 -0.85 0.60 -0.36 0.13
H 5.821922 10.199284 -31.174505 -0.52 0.20 0.41 0.09
H 7.438210 11.511195 -29.051937 -0.05 0.15 -0.35 0.09
C 8.169611 1.914366 -32.092173 1.55 -1.74 0.36 -0.21
C 9.306080 2.226307 -31.107947 0.05 2.43 0.22 -0.28
O 9.513108 1.202023 -30.199300 0.17 -1.30 0.54 -0.06
O 8.064657 2.777472 -33.181297 2.41 -0.17 -0.59 -0.06
H 7.241387 1.956183 -31.552235 -0.47 -0.54 0.40 0.12
H 8.412575 0.908840 -32.500676 -0.59 0.23 0.46 0.13
H 9.022163 3.124027 -30.518196 0.00 -0.05 -0.53 0.10
H 10.245341 2.523573 -31.612314 -0.38 -0.39 -0.26 0.10
H 10.192737 1.454594 -29.544974 -0.42 0.21 -0.57 0.09
H 7.196411 3.092989 -33.145603 -2.28 1.20 -0.19 0.00
C 9.312467 6.181311 -33.085892 1.43 -0.52 -0.92 -0.18
C 10.432157 5.446318 -32.226769 -1.30 2.27 1.58 -0.19
O 11.619274 6.235920 -32.138914 0.51 -2.14 -1.40 -0.07
O 8.089799 5.484808 -33.094415 0.23 0.54 0.44 -0.10
H 9.657407 6.205238 -34.152866 0.20 0.22 0.83 0.14
H 9.156555 7.248403 -32.803629 0.04 -0.83 0.23 0.11
H 10.625067 4.456841 -32.575380 0.49 -0.44 -0.79 0.10
H 10.120612 5.287523 -31.160446 -0.55 0.11 -0.84 0.10
H 11.451715 7.095600 -31.790186 -0.38 1.21 0.46 0.02
H 8.275887 4.603858 -33.431558 -0.07 -0.47 0.16 0.06
C 10.482471 8.033873 -29.854751 -2.10 1.89 0.75 -0.24
C 10.243522 8.977806 -28.647658 -0.35 -1.14 0.18 -0.22
O 9.189316 8.408780 -27.875844 -0.69 0.30 0.40 -0.07
O 11.479503 8.561964 -30.676400 -0.41 0.21 -1.23 -0.04
H 9.489631 7.844299 -30.398099 1.56 0.49 0.40 0.14
H 10.762568 7.129658 -29.405671 0.40 -1.56 0.41 0.08
H 10.098456 10.011148 -28.830821 -0.69 1.06 -1.06 0.10
H 11.157312 9.055796 -28.047056 -0.05 -0.72 0.24 0.12
H 8.302724 8.819933 -28.007420 1.36 -0.25 -0.15 0.10
H 12.317411 8.414472 -30.257948 0.80 -0.09 0.29 0.11
```
Positions in Å, forces in eV/Å.

Results
Structure (SMILES): OCCO.OCCO.OCCO.OCCO.OCCO.O.O.O
Multiplicity: 1
Highest occupied orbital energy (eV): -9.68
F_max (Eh/bohr): 0.06266


No. 2
# C51H112F9N6O9S

A cluster of 9 separate species, C51H112F9N6O9S in total (ωB97M-V with the def2-TZVPD basis set, OMol25).

Structure (XYZ):
```
188
Properties=species:S:1:pos:R:3:forces:R:3:lowdin_charge:R:1
C -3.748858 -0.375679 3.456355 0.88 1.91 -1.26 0.02
N -4.400409 0.229091 2.251931 -2.86 -0.67 -0.83 -0.26
C -3.703898 1.408997 1.637534 -2.98 0.24 0.54 0.01
C -4.567455 -0.887634 1.132971 0.00 2.02 -1.07 0.04
C -5.865970 0.702931 2.699419 -0.19 -0.74 -0.03 -0.06
C -6.986944 -0.381971 2.646934 1.28 0.23 -1.38 -0.17
O -7.435732 -0.396104 1.246988 -0.31 0.02 1.13 -0.10
H -4.333471 -1.179091 3.791747 -0.84 -1.03 0.47 0.06
H -3.727815 0.447969 4.184873 0.46 -0.51 0.00 0.10
H -2.790975 -0.745587 3.081791 -0.17 0.31 0.58 0.07
H -2.738123 1.124257 1.391995 1.86 -0.35 -0.60 0.05
H -3.793731 2.267473 2.307555 0.35 -0.19 0.20 0.11
H -4.336917 1.662861 0.764029 0.74 -0.21 0.29 0.10
H -3.600011 -1.058181 0.579788 -0.94 0.72 0.72 0.09
H -5.412521 -0.538082 0.439703 1.50 -0.40 1.00 0.12
H -4.866425 -1.780196 1.609484 -0.41 -0.67 0.63 0.03
H -6.226395 1.529036 2.077841 0.52 -0.28 -0.36 0.13
H -5.855135 1.129884 3.710244 0.74 -0.37 -0.08 0.13
H -7.741824 -0.075778 3.355272 -0.49 0.20 -0.07 0.12
H -6.638829 -1.384703 2.936099 -0.06 0.42 -0.11 0.09
H -8.397498 -0.491720 1.207241 0.25 -0.07 0.16 0.10
C 5.551904 1.932359 2.990638 0.80 1.28 0.92 0.00
N 6.146148 2.154753 1.666973 1.30 0.78 -1.16 -0.32
C 5.451180 1.373699 0.570055 0.31 0.74 1.83 0.04
C 6.182762 3.634059 1.268706 -0.74 -0.75 -0.14 0.05
C 7.648305 1.782071 1.695001 -0.52 -0.23 -0.34 -0.10
C 8.397779 2.330816 2.866549 0.64 1.10 1.78 -0.23
O 8.107982 1.473703 3.984941 -0.08 0.47 0.12 -0.08
H 5.825426 0.975619 3.360125 -0.18 -1.16 -0.06 0.10
H 4.501359 2.170844 3.037351 -0.28 0.08 -0.48 0.08
H 6.136687 2.578037 3.658777 -0.67 0.12 -0.03 0.11
H 4.489105 1.853816 0.570132 -0.73 0.05 -0.70 0.08
H 5.369651 0.353987 0.914345 0.08 -0.37 -0.14 0.11
H 6.061083 1.494423 -0.304939 -0.09 -0.09 -0.57 0.08
H 6.466000 3.605579 0.235551 0.41 0.25 -0.53 0.10
H 6.944025 4.073402 1.877555 0.12 0.55 0.13 0.08
H 5.235523 4.172930 1.304709 -0.23 -0.57 0.51 0.10
H 8.126744 2.159521 0.761121 -0.65 -0.48 0.53 0.15
H 7.689176 0.685146 1.792077 0.06 0.37 -0.36 0.15
H 8.250248 3.473588 3.088634 -0.01 -2.12 -0.29 0.16
H 9.462295 2.216845 2.692903 0.22 0.17 -0.56 0.13
H 8.693171 1.647990 4.739091 -0.09 0.09 -0.43 0.12
C -0.523976 -7.411744 2.553494 0.09 0.24 0.64 -0.09
C -1.135995 -7.364137 1.150033 -1.73 -0.33 1.87 -0.21
C -1.993643 -6.078074 1.134689 0.75 -0.29 0.16 -0.15
N -2.524036 -5.709286 -0.212448 -0.55 0.19 -0.84 -0.24
C -3.266084 -6.873436 -0.804632 -0.81 0.24 0.47 0.04
C -1.353937 -5.269201 -1.055820 0.90 -0.27 0.07 -0.09
C -1.877642 -4.321660 -2.150283 0.37 -0.29 2.72 -0.13
C -3.159072 -3.748268 -1.547063 -1.23 -0.07 -1.93 -0.14
C -3.432364 -4.480441 -0.235276 0.23 0.50 0.34 -0.09
H -1.235420 -7.668855 3.365623 0.19 0.58 -0.57 0.10
H 0.040591 -6.491618 2.786095 -0.57 -0.12 0.03 0.09
H 0.225315 -8.165023 2.625449 0.55 -0.86 -0.17 0.06
H -1.831843 -8.240061 1.072240 0.55 0.69 -0.04 0.13
H -0.367588 -7.544452 0.448578 0.78 0.49 -1.14 0.09
H -1.526301 -5.172566 1.535885 0.44 -0.23 -0.30 0.13
H -2.753789 -6.253365 1.871066 -1.02 -0.06 -0.21 0.11
H -3.781853 -6.600964 -1.742629 0.49 -0.01 0.43 0.12
H -4.024418 -7.152252 -0.050612 0.25 0.11 -0.45 0.13
H -2.588883 -7.703696 -0.925004 0.16 -0.11 -0.29 0.09
H -0.844386 -6.129433 -1.488113 -0.28 -0.22 0.05 0.13
H -0.623630 -4.887427 -0.327145 -0.35 0.54 -0.45 0.14
H -2.027414 -4.939084 -2.977645 -0.49 -0.56 -1.64 0.09
H -1.163513 -3.559083 -2.356933 0.63 0.49 -0.31 0.10
H -3.935867 -3.866117 -2.366043 0.34 -0.06 1.29 0.13
H -3.087433 -2.669531 -1.407056 0.14 0.00 0.32 0.08
H -4.465402 -4.757236 -0.028324 0.19 -0.21 -0.18 0.13
H -3.124993 -3.837546 0.595397 0.09 -0.30 -0.07 0.09
C 7.128557 -0.025543 -2.983463 1.09 -0.77 0.41 -0.09
C 5.984696 0.393228 -3.803869 -1.77 0.93 -1.66 -0.24
C 5.725094 -0.689952 -4.827108 -0.16 0.44 -1.02 -0.12
N 4.616468 -0.497636 -5.851693 0.21 0.53 0.92 -0.29
C 3.328377 -0.604250 -5.123122 -0.80 -0.47 -0.40 0.03
C 4.619987 -1.601538 -6.876060 -0.22 -0.20 0.43 -0.08
C 3.718731 -1.031455 -7.984145 0.30 -0.26 -0.21 -0.12
C 3.753819 0.494567 -7.850281 1.18 0.09 0.80 -0.13
C 4.677989 0.762885 -6.646559 0.35 0.85 -0.73 -0.09
H 6.795427 -0.920045 -2.499636 0.18 -0.71 0.79 0.08
H 7.419967 0.689866 -2.236765 0.04 0.38 0.30 0.07
H 8.036671 -0.306887 -3.541684 -0.41 0.29 -0.05 0.11
H 6.191797 1.267990 -4.403117 0.19 0.69 0.12 0.12
H 5.068982 0.607629 -3.232319 0.39 -0.07 0.12 0.10
H 5.401848 -1.592120 -4.341917 0.71 -0.79 0.10 0.13
H 6.612354 -0.725484 -5.450707 0.29 -0.77 0.15 0.14
H 2.516243 -0.813254 -5.869124 0.72 0.00 1.07 0.13
H 3.090707 0.294586 -4.585472 0.06 0.53 0.11 0.08
H 3.508166 -1.391911 -4.380224 -0.76 -0.01 -0.40 0.12
H 4.224978 -2.506276 -6.389935 -0.04 0.34 -0.21 0.15
H 5.653820 -1.845912 -7.107034 0.05 0.39 -0.47 0.14
H 2.716644 -1.398161 -7.838831 -0.33 -0.29 -0.24 0.11
H 4.082819 -1.343916 -8.965189 -0.21 -0.05 0.16 0.13
H 2.875823 1.041845 -7.650620 -1.70 -0.14 0.01 0.10
H 4.141742 0.941937 -8.739350 0.49 0.31 -0.48 0.12
H 4.452989 1.664332 -6.041258 -0.19 -0.79 -0.19 0.14
H 5.668339 0.940191 -7.063476 0.41 -0.48 0.49 0.14
C -2.108344 1.639322 6.705668 0.81 0.52 0.26 -0.07
C -1.205759 1.623266 5.498265 0.33 -0.32 -0.30 -0.26
C -0.547142 2.950274 5.166703 0.21 -0.39 -0.88 -0.08
N 0.650037 2.843348 4.219133 -0.84 -1.57 -0.30 -0.26
C 0.271804 2.512016 2.794534 1.21 -0.70 1.06 0.04
C 1.620259 1.791904 4.663545 0.32 1.24 1.50 -0.10
C 2.191546 2.441238 5.956146 -1.13 0.78 -0.44 -0.10
C 2.355206 3.933461 5.483207 1.30 -0.21 0.09 -0.11
C 1.467375 4.088391 4.255644 -1.29 0.01 0.45 -0.11
H -1.467485 1.821015 7.585101 -0.63 -0.01 -0.07 0.10
H -2.581194 0.677642 6.791688 -0.25 -0.37 0.25 0.08
H -2.863964 2.401983 6.609572 -0.33 0.32 0.24 0.08
H -1.749666 1.270944 4.644938 -0.40 -0.06 -0.68 0.07
H -0.483453 0.836993 5.672658 0.37 0.00 0.16 0.09
H -0.164015 3.420903 6.060179 -0.19 0.40 0.15 0.13
H -1.253291 3.580589 4.606977 0.23 0.15 0.52 0.15
H -0.182730 3.363205 2.357625 -0.67 0.66 -0.47 0.10
H -0.296865 1.593718 2.762706 -0.46 -0.01 0.03 0.09
H 1.270466 2.342823 2.362095 -0.50 0.21 -0.59 0.08
H 2.397112 1.655317 3.910974 -0.10 0.42 -0.11 0.13
H 1.132026 0.858703 4.782158 -0.40 -0.77 0.17 0.09
H 3.128298 1.964154 6.178254 0.34 0.01 0.52 0.11
H 1.498529 2.434564 6.823267 0.49 -0.64 -0.52 0.12
H 3.411018 3.934885 5.155237 -0.45 0.67 -0.03 0.11
H 2.236125 4.762074 6.201718 -0.05 -0.80 0.05 0.13
H 2.041133 3.938992 3.373773 0.63 0.85 -0.96 0.07
H 0.717569 4.914966 4.187916 1.11 -0.33 0.18 0.16
C -6.539029 2.230824 -6.282122 0.34 0.64 2.76 -0.05
C -6.037282 1.143332 -5.254516 0.91 1.42 -0.48 -0.19
C -4.490275 1.344840 -5.043694 -2.23 -0.78 1.61 -0.10
N -3.977404 0.873078 -3.668081 -0.29 0.65 -1.49 -0.22
C -4.229595 -0.579436 -3.625290 -0.18 -0.64 0.42 0.02
C -4.702424 1.674605 -2.573442 -0.50 -0.28 -1.05 -0.08
C -3.622977 2.309934 -1.792499 1.08 0.95 1.45 -0.17
C -2.554602 2.617929 -2.857152 -1.42 0.91 -0.02 -0.12
C -2.525681 1.290515 -3.590187 -0.10 1.38 0.58 -0.11
H -5.865262 3.085579 -6.143091 0.05 -0.10 -0.65 0.07
H -7.489163 2.691986 -5.966934 0.01 -0.76 -0.38 0.09
H -6.550052 1.881952 -7.277232 -0.07 -0.23 -1.06 0.06
H -6.246801 0.157998 -5.617855 -0.14 -0.54 -0.18 0.09
H -6.504981 1.258289 -4.292264 -0.54 0.09 0.24 0.09
H -4.295357 2.392130 -5.018155 0.61 0.58 -0.73 0.11
H -4.023717 0.694456 -5.725950 1.22 -0.01 -1.19 0.12
H -4.312766 -0.930326 -2.605125 0.16 0.10 0.26 0.09
H -3.443940 -1.151947 -4.107565 0.27 0.27 -0.13 0.12
H -5.159897 -0.774997 -4.153122 0.02 -0.06 0.21 0.09
H -5.396443 0.997380 -2.116374 -0.15 -0.33 0.68 0.13
H -5.317559 2.431302 -3.079457 0.29 -0.13 0.07 0.14
H -3.102994 1.661024 -1.090321 -0.33 -0.65 -0.15 0.07
H -3.968398 3.135912 -1.138757 0.03 -0.01 -0.89 0.14
H -1.613619 2.841691 -2.380776 0.35 0.13 -0.12 0.11
H -2.881018 3.455365 -3.522664 0.43 -0.48 0.46 0.13
H -2.001830 0.651666 -2.935581 0.42 -1.34 0.55 0.08
H -2.025084 1.440617 -4.528003 -0.28 -0.61 -0.80 0.13
C 2.293869 3.857346 0.607119 -0.89 0.83 2.11 -0.54
O 3.009426 3.747534 -0.550490 1.95 -0.65 -2.44 -0.09
O 2.804854 3.285125 1.686545 1.26 -0.64 -0.10 -0.20
C 2.145396 5.372858 0.863022 0.08 -0.87 -0.37 -0.59
F 1.844484 6.009178 -0.264368 -0.54 0.67 -0.62 0.16
F 1.183737 5.620411 1.759049 -0.67 0.24 0.33 0.14
F 3.257366 5.914247 1.327429 0.89 0.38 0.40 0.17
C 2.359830 3.534402 -1.803887 -0.86 -1.36 0.29 -0.21
C 2.970629 2.239057 -2.442779 0.29 1.58 0.71 -0.06
H 3.001364 2.336502 -3.551004 0.12 -0.32 0.77 0.07
H 3.935202 2.346363 -1.941423 0.64 -0.41 -0.89 0.06
H 2.583777 1.302996 -2.060604 -0.55 -0.10 -0.20 0.05
H 2.527669 4.342491 -2.507913 0.09 0.43 0.25 0.12
H 1.270356 3.425109 -1.632840 0.43 0.17 -0.13 0.11
H 1.309680 3.481766 0.398580 -1.46 -0.23 -0.34 0.13
C -1.170962 -0.736659 -0.323537 0.22 0.03 -0.51 -0.46
O -1.044690 -0.420902 1.093253 -0.99 1.17 -0.76 -0.10
O -2.215852 -0.215636 -0.919482 0.60 -0.58 0.45 -0.17
C 0.169809 -0.211392 -1.042567 -0.68 -0.97 0.40 -0.49
F 0.374044 -0.929184 -2.205294 -0.05 0.68 0.46 0.08
F 0.052202 1.085226 -1.354881 0.28 -0.17 -0.21 0.13
F 1.319944 -0.349030 -0.324281 -0.30 0.22 -0.67 0.10
C -0.162495 -1.256512 1.723194 1.16 0.41 2.69 -0.29
C -0.498674 -1.431903 3.213269 0.23 0.17 0.40 -0.04
H 0.225345 -2.073137 3.680413 0.61 -0.55 0.02 0.08
H -0.479226 -0.550901 3.884440 0.10 0.16 -0.96 0.05
H -1.436777 -1.897469 3.432197 -0.56 -0.51 -0.33 0.03
H 0.852718 -0.875740 1.683164 0.27 0.39 0.12 0.10
H -0.050316 -2.187676 1.214168 -0.43 -1.19 -0.21 0.10
H -1.100779 -1.860437 -0.237624 -0.03 0.24 -0.93 0.13
C -3.978728 -4.445975 4.774050 1.10 -0.14 0.43 -0.63
F -2.942381 -5.279610 4.786774 0.44 -0.73 -0.31 0.12
F -4.999444 -5.085074 5.340288 0.19 0.88 0.24 0.16
F -3.508954 -3.370938 5.501243 -1.44 -0.66 -0.51 0.09
S -4.384818 -3.961556 3.058117 1.33 2.51 1.33 0.47
O -3.155664 -3.292520 2.607556 -0.25 -0.41 0.16 -0.34
O -4.712657 -5.120388 2.328106 -0.58 -2.08 -0.88 -0.26
O -5.452791 -3.031481 3.316829 -0.75 0.26 -0.11 -0.31
```
Positions in Å, forces in eV/Å.

Results
Multiplicity: 1
Highest occupied orbital energy (eV): -13.19
Total charge: +3
F_max (Eh/bohr): 0.06207


Summary of E in eV
-37567.8217, -117337.1428
(order as listed above)
Summary of energy relative to the best compared isomer or geometry (same formula, charge and spin) in kJ/mol
162.6, 82.0
(order as listed above)
Summary of LUMO level in eV
0.096, -5.278
(order as listed above)